No. 1
# C9H13NO4S

C9H13NO4S in the gas phase in a non-equilibrium geometry (ωB97M-V with the def2-TZVPD basis set, OMol25).

As for the HOMO-LUMO gap: 9.02 eV. The highest occupied orbital energy comes out at -8.738 eV.

Bonds (Å) are listed after each position.
Cartesian coordinates (Å):
1 C 1.61726 2.90102 -0.14293  O2 1.366, H16 1.174, H17 1.135, H18 1.065
2 O 1.13050 1.65772 -0.43247  C1 1.366, C3 1.355
3 C 1.19170 0.80625 0.62038  O2 1.355, O4 1.202, C5 1.573
4 O 1.58262 1.19714 1.68824  C3 1.202
5 C 0.78315 -0.64127 0.16089  C3 1.573, C6 1.449, C7 1.591, C8 1.556
6 C 1.75041 -1.17291 -0.77846  C5 1.449, H19 1.059, H20 1.029, H21 1.032
7 C 0.58311 -1.60231 1.41273  C5 1.591, H22 1.070, H23 1.107, H24 1.130
8 C -0.57323 -0.46947 -0.58188  C5 1.556, C9 1.501, C12 1.652, H25 1.108
9 C -1.32867 -1.69997 -0.99145  C8 1.501, C10 1.342, H26 1.133
10 C -2.46869 -2.00374 -0.35177  C9 1.342, S11 1.742, H27 1.112
11 S -2.99910 -0.75179 0.73720  C10 1.742, C12 1.834
12 C -1.58454 0.37124 0.41792  C8 1.652, S11 1.834, N13 1.465, H28 1.129
13 N -2.12799 1.52068 -0.31018  C12 1.465, O14 1.200, O15 1.182
14 O -2.55923 1.35780 -1.41837  N13 1.200
15 O -2.18162 2.50536 0.34093  N13 1.182
16 H 2.42683 3.02130 0.69811  C1 1.174
17 H 0.81452 3.60694 0.23809  C1 1.135
18 H 2.09155 3.34895 -0.98480  C1 1.065
19 H 2.70454 -0.74066 -0.62278  C6 1.059
20 H 1.44931 -1.02352 -1.75053  C6 1.029
21 H 1.83976 -2.19548 -0.67641  C6 1.032
22 H 0.09010 -2.49824 1.09913  C7 1.070
23 H 1.58975 -1.83906 1.80910  C7 1.107
24 H -0.11964 -1.32211 2.25191  C7 1.130
25 H -0.29188 0.15141 -1.45588  C8 1.108
26 H -1.13545 -2.48187 -1.78781  C9 1.133
27 H -3.16398 -2.85688 -0.51150  C10 1.112
28 H -1.11111 0.85347 1.32260  C12 1.129

=====

No. 2
# C6H10N5O

A gas-phase ion, C6H10N5O (charge +1) in a non-equilibrium geometry (ωB97M-V with the def2-TZVPD basis set, OMol25).

As for the HOMO-LUMO gap (alpha / beta): 6.04 / 8.07 eV. The highest occupied orbital energy (alpha / beta) comes out at -12.206 / -11.976 eV. The net charge is +1.

Bonds (Å) are listed after each position.
Cartesian coordinates (Å):
1 C -1.19452 -1.89806 -0.51756  N2 1.464, H13 1.186, H14 1.169, H15 1.099
2 N -0.91230 -0.66949 0.22763  C1 1.464, C3 1.464, C9 1.311
3 C 0.17339 -0.62354 1.20856  N2 1.464, C4 1.514, H16 1.128, H17 1.092
4 C 1.44666 -0.27433 0.46770  C3 1.514, C5 1.372, N8 1.398
5 C 1.75324 -0.63432 -0.82065  C4 1.372, N6 1.298
6 N 2.94244 -0.27507 -1.19543  C5 1.298, C7 1.293
7 C 3.49536 0.28959 -0.17186  N6 1.293, N8 1.452, H18 1.022
8 N 2.61027 0.30831 0.97857  C4 1.398, C7 1.452, H19 1.014
9 C -1.56380 0.39290 -0.17835  N2 1.311, O10 1.365, N11 1.329
10 O -2.38576 0.35450 -1.26799  C9 1.365, H20 0.909
11 N -1.23930 1.61206 0.24072  C9 1.329, N12 1.333
12 N -1.73318 2.70291 -0.34560  N11 1.333, H21 1.058, H22 1.009
13 H -1.27533 -1.62722 -1.66897  C1 1.186
14 H -0.23838 -2.55360 -0.36527  C1 1.169
15 H -2.14565 -2.36752 -0.22843  C1 1.099
16 H 0.22309 -1.63523 1.70458  C3 1.128
17 H 0.12052 0.06143 2.05770  C3 1.092
18 H 4.47591 0.56622 -0.25591  C7 1.022
19 H 2.73445 0.71785 1.89761  N8 1.014
20 H -2.86496 -0.41231 -1.17714  O10 0.909
21 H -2.58883 2.54567 -0.94708  N12 1.058
22 H -1.83331 3.41925 0.35719  N12 1.009

=====

We obtain electronic energy values of -1104.49163, -583.22574 Eh for the records listed above, in that order.
We obtain ΔE to the lowest compared entry with this formula, charge and spin values of 110.5, 406.6 kJ/mol for the records listed above, in that order.